# 1
The following is a DFT calculation (ωB97M-V with the def2-TZVPD basis set) of a gas-phase ion, C4H11N2 (charge +1).

Structure (XYZ):
```
17
Properties=species:S:1:pos:R:3
C -0.1279 0.9527 1.1289
C -0.9579 0.5635 -0.3767
C 0.3575 -0.0240 0.0934
C 0.6426 -1.4802 0.3993
N -2.1752 -0.2438 -0.0789
N 1.5339 0.5114 -0.7226
H 0.3754 2.0130 1.2325
H -0.7154 0.5790 1.9552
H -0.9925 1.2863 -1.1828
H 0.6579 -2.1226 -0.5653
H -0.2358 -1.8978 0.9354
H 1.5670 -1.6319 0.9460
H -2.9351 0.4412 -0.1987
H -2.2531 -0.8917 -0.9104
H 1.2440 1.2406 -1.3047
H 1.8190 -0.2977 -1.2411
H 2.1954 1.0019 -0.1094
```

Its total charge is +1. Its SMILES is C[C@]1([NH3+])C[C@@H]1N. The energy relative to the best compared isomer or geometry (same formula, charge and spin) comes out at 64.9 kcal per mole.

# 2
The following is a DFT calculation (ωB97M-V with the def2-TZVPD basis set) of a molecular structure, C5H13N2S.

Structure (XYZ):
```
21
Properties=species:S:1:pos:R:3
C 1.0524 1.2141 0.4605
C 2.3396 1.0850 -0.3807
S 3.4972 -0.2045 0.1699
C 0.0953 0.0588 0.1613
N -1.3841 0.7064 -0.6071
C -2.5039 0.4560 0.3149
C -3.3795 -0.7203 -0.1532
N -2.7693 -2.0509 -0.0868
H 1.3062 1.0603 1.5026
H 0.6847 2.2397 0.3903
H 2.8353 2.0582 -0.3210
H 2.0202 0.9279 -1.4175
H 0.7592 -0.7798 -0.0978
H -0.3473 -0.1895 1.1064
H -0.8234 -0.2454 -0.7061
H -2.2134 0.2017 1.3389
H -3.1318 1.3464 0.2226
H -3.7105 -0.5266 -1.1716
H -4.2609 -0.8511 0.4898
H -2.6671 -2.3409 0.8815
H -1.9051 -2.0837 -0.6117
```

Its expectation value of S² is 0.7508. Its total charge is -2. As for the spin multiplicity: 2. The energy relative to the best compared isomer or geometry (same formula, charge and spin) comes out at 80.8 kcal per mole.

# 3
The following is a DFT calculation (ωB97M-V with the def2-TZVPD basis set) of a molecular structure, C4H10ClNO.

Structure (XYZ):
```
17
Properties=species:S:1:pos:R:3
C -0.8483 1.6456 0.6977
C 0.6736 -0.9758 -1.4003
C 1.0027 -0.5469 1.0324
C -0.7948 0.5363 -0.2998
N 0.3832 -0.2041 -0.2288
O -1.1560 0.8752 -1.5380
Cl -2.6628 -0.7361 0.2878
H -1.6954 2.2140 0.3958
H 0.0691 2.2123 0.6061
H -0.8832 1.2433 1.6965
H 1.7165 -0.9187 -1.8343
H 0.6650 -2.0405 -1.1876
H 0.0360 -0.8203 -2.1638
H 0.3303 -0.2578 1.7635
H 1.2549 -1.6457 1.0138
H 1.8298 0.1501 1.0551
H -1.8667 1.6412 -1.5848
```

Its total charge is 0. The energy relative to the best compared isomer or geometry (same formula, charge and spin) comes out at 45.6 kcal per mole.

# 4
The following is a DFT calculation (ωB97M-V with the def2-TZVPD basis set) of 2 unconnected molecules or ions with the total composition C2H8N2O3S.

Structure (XYZ):
```
16
Properties=species:S:1:pos:R:3
C 2.3924 -0.0027 -0.1609
C 1.2103 1.3442 1.4242
N -2.8209 -1.4141 -0.0008
N 1.1544 0.8453 0.2611
O -2.7551 0.9632 -0.4932
O -1.0655 -0.7080 -1.4863
O -0.8995 0.0285 0.9413
S -1.8101 -0.1168 -0.1301
H 3.2614 0.2510 0.4755
H 2.2274 -1.0444 -0.2758
H 2.6849 0.1414 -1.2944
H -0.3878 -0.2786 -2.1272
H 0.4213 2.0284 1.8194
H 2.0512 1.1976 2.0632
H -2.3341 -2.2934 -0.2651
H -3.3303 -0.9415 -0.7510
```

Its total charge is 0. Its SMILES is NS(=O)(=O)O.C=NC. The energy relative to the best compared isomer or geometry (same formula, charge and spin) comes out at 71.5 kcal per mole.

# 5
The following is a DFT calculation (ωB97M-V with the def2-TZVPD basis set) of a single C5H12O2 molecule.

Structure (XYZ):
```
19
Properties=species:S:1:pos:R:3
C 0.1040 -0.6984 2.6801
C -0.8675 -0.4434 1.5457
C 0.1914 -0.0948 0.2254
O 1.1329 -1.1327 -0.0511
C -0.6175 0.2085 -1.0265
C 0.0114 1.0373 -2.1270
O 1.0432 0.2802 -2.7407
H -0.3034 -1.1339 3.6052
H 0.7478 -1.4258 2.1568
H 0.6087 0.2425 2.9415
H -1.6133 0.3691 1.7218
H -1.5123 -1.3587 1.5210
H 0.8200 0.8080 0.4703
H 1.5414 -0.8340 -0.8889
H -1.4616 0.7702 -0.6443
H -0.9693 -0.7296 -1.4713
H 0.4163 1.9688 -1.7023
H -0.7700 1.2964 -2.8628
H 1.4977 0.8701 -3.3529
```

Its total charge is 0. Its SMILES is CC[C@@H](O)CCO. The energy relative to the best compared isomer or geometry (same formula, charge and spin) comes out at 39.7 kcal per mole.

# 6
The following is a DFT calculation (ωB97M-V with the def2-TZVPD basis set) of a molecular structure, C3H4NOS2.

Structure (XYZ):
```
11
Properties=species:S:1:pos:R:3
C -0.1597 0.4506 -0.6382
C -0.4554 -0.2336 1.6301
C 1.3387 -0.0207 -1.8180
N 0.1702 0.0499 0.5495
O -1.0920 1.1312 -0.9642
S 0.2122 -0.6711 3.0735
S -2.3775 -0.3545 1.5410
H 1.8834 -0.8514 -1.2643
H 0.7827 -0.4081 -2.8064
H 1.9211 0.9608 -2.0712
H -2.2237 -0.0529 2.7683
```

Its total charge is -1. The energy relative to the best compared isomer or geometry (same formula, charge and spin) comes out at 47.7 kcal per mole.

# 7
The following is a DFT calculation (ωB97M-V with the def2-TZVPD basis set) of a molecular structure, C29H31F4N5O2SeSn.

Structure (XYZ):
```
73
Properties=species:S:1:pos:R:3
Sn -0.5827 -0.8242 1.3400
C -1.3891 3.1171 3.7109
C -0.5865 2.0251 3.0253
O -1.2464 1.0305 2.5899
C 0.7887 2.1612 2.9736
C 1.6950 1.1041 2.6817
C 3.1403 1.3197 3.0563
N 1.3385 -0.0542 2.2020
N 2.3340 -1.0457 2.2497
C 1.7897 -2.2046 2.5203
O 0.5451 -2.4348 2.6779
C 2.7442 -3.3499 2.6724
C 4.1148 -3.1946 2.4811
C 4.9704 -4.2737 2.6372
C 4.4673 -5.5214 2.9874
C 3.1013 -5.6814 3.1711
C 2.2438 -4.6018 3.0102
H -2.4058 3.1307 3.3223
H -1.4390 2.9110 4.7833
H -0.9283 4.0971 3.5739
H 1.2193 3.0773 3.3559
H 3.2930 2.3439 3.3948
H 3.4340 0.6232 3.8419
H 3.7835 1.1059 2.2024
H 4.4859 -2.2192 2.1976
H 6.0345 -4.1443 2.4747
H 5.1358 -6.3673 3.1029
H 2.6989 -6.6552 3.4263
H 1.1725 -4.7024 3.1197
C 0.1743 4.9964 0.2752
C -1.3110 4.8137 -0.0210
N -1.6172 3.5353 -0.6347
C -1.8935 3.6107 -2.0512
C -0.6802 4.0259 -2.8697
C -2.5867 2.7539 0.1126
C -2.7796 1.3162 -0.3940
N -1.5323 0.6812 -0.7315
C -1.4580 0.0946 -1.9279
C -0.2040 0.0338 -2.6052
F 0.8583 0.6289 -2.0322
C -0.0510 -0.5362 -3.8413
F 1.1749 -0.5196 -4.4197
C -1.1072 -1.0966 -4.5481
C -2.3332 -1.0600 -3.9182
F -3.4041 -1.6318 -4.5233
C -2.5119 -0.5054 -2.6698
F -3.7391 -0.6652 -2.0942
H 0.3615 5.9706 0.7405
H 0.5141 4.2121 0.9529
H 0.7679 4.9257 -0.6360
H -1.8669 4.8978 0.9195
H -1.6734 5.6413 -0.6546
H -2.2042 2.6226 -2.3863
H -2.7379 4.3046 -2.2562
H 0.1506 3.3529 -2.6528
H -0.9067 3.9651 -3.9369
H -0.3697 5.0513 -2.6529
H -2.2619 2.7313 1.1479
H -3.5879 3.2406 0.0936
H -3.3495 0.7829 0.3864
H -3.4611 1.3698 -1.2525
H -0.9639 -1.5878 -5.4975
Se 1.1336 -2.5783 -0.6737
C -0.1127 -3.3627 -1.8490
C 0.2935 -3.9896 -3.0359
C -0.6332 -4.6127 -3.8494
N -1.9460 -4.6631 -3.6095
C -2.3389 -4.0422 -2.4932
C -1.4915 -3.4059 -1.6037
H 1.3399 -3.9880 -3.3155
H -0.2954 -5.0999 -4.7621
H -3.4072 -4.0506 -2.2925
H -1.9039 -2.9357 -0.7193
```

Its total charge is -2. The energy relative to the best compared isomer or geometry (same formula, charge and spin) comes out at 10.3 kcal per mole.

# 8
The following is a DFT calculation (ωB97M-V with the def2-TZVPD basis set) of a molecular structure, C27H35As3CaIN2O6SSi.

Structure (XYZ):
```
77
Properties=species:S:1:pos:R:3
Ca -0.2720 0.1982 0.3253
C 2.0148 -3.5794 1.0911
As 1.6395 -2.3323 -0.3633
C 1.3883 -3.6436 -1.7973
C 3.4708 -1.7901 -0.8334
C 4.5591 -2.6370 -0.6366
C 5.8454 -2.2345 -0.9581
C 6.0595 -0.9680 -1.4867
C 4.9842 -0.1180 -1.6884
C 3.6879 -0.5125 -1.3667
As 2.1602 0.6909 -1.6296
C 3.0053 2.4249 -1.3918
C 2.1164 0.6253 -3.5865
H 2.6037 -4.4396 0.7763
H 1.0524 -3.9184 1.4736
H 2.5218 -3.0269 1.8808
H 2.2641 -4.2836 -1.8979
H 1.2065 -3.1175 -2.7341
H 0.5079 -4.2396 -1.5565
H 4.4047 -3.6246 -0.2180
H 6.6801 -2.9041 -0.7896
H 7.0628 -0.6417 -1.7318
H 5.1604 0.8725 -2.0909
H 3.7888 2.6281 -2.1207
H 3.3950 2.4534 -0.3736
H 2.2192 3.1753 -1.4739
H 3.1212 0.6849 -4.0024
H 1.5165 1.4655 -3.9379
H 1.6443 -0.3045 -3.9042
O 2.6570 -0.1441 4.2600
As 1.9506 0.6926 2.8448
O 3.2389 1.0869 1.9083
O 0.7871 -0.3415 2.2683
C 1.0870 2.1584 3.8176
C 1.4689 2.3523 5.1435
C 0.8953 3.3545 5.9095
C -0.0731 4.1848 5.3678
C -0.4643 4.0157 4.0515
C 0.1127 3.0092 3.2849
S -0.4508 2.8724 1.6116
O -1.5222 1.8617 1.5618
O -0.9163 4.1969 1.2363
O 0.6986 2.4130 0.8223
H 3.5748 -0.2750 3.9850
H 2.2158 1.6981 5.5690
H 1.2100 3.4846 6.9376
H -0.5219 4.9696 5.9636
H -1.2018 4.6588 3.5928
C -2.3419 -3.4655 0.3894
Si -2.3754 -1.8600 -0.6690
C -2.4892 -2.5933 -2.4399
C -4.1763 -1.2468 -0.4284
C -4.7808 -0.4256 -1.3900
C -6.0514 0.1045 -1.2156
C -6.7661 -0.1716 -0.0566
C -6.1939 -0.9824 0.9145
C -4.9207 -1.5087 0.7269
H -3.1975 -4.1258 0.2102
H -2.3085 -3.2248 1.4564
H -1.4300 -4.0304 0.1644
H -3.2772 -3.3505 -2.5109
H -1.5397 -3.0580 -2.7262
H -2.7045 -1.8181 -3.1831
H -4.2399 -0.1931 -2.3023
H -6.4841 0.7368 -1.9836
H -7.7571 0.2423 0.0886
H -6.7431 -1.2032 1.8231
H -4.4973 -2.1367 1.5040
I -4.0013 1.8111 -4.7099
C -2.7312 2.1284 -3.1122
C -2.7789 3.1608 -2.2032
N -1.7673 2.9569 -1.3509
N -1.0690 1.8459 -1.6285
C -1.6625 1.3244 -2.6992
H -3.4496 3.9973 -2.1114
H -1.5153 3.5360 -0.5489
H -1.3053 0.3980 -3.1208
```

The calculation puts the calculated total energy at -271605.5801 eV. Its total charge is -1.

# 9
The following is a DFT calculation (ωB97M-V with the def2-TZVPD basis set) of 2 unconnected molecules or ions with the total composition CH2N2O2.

Structure (XYZ):
```
7
Properties=species:S:1:pos:R:3
C -2.0317 -0.7559 0.2389
N 1.8168 -0.2101 0.1994
N -1.0939 -1.4222 0.0143
O -3.0721 -0.2367 0.3201
O 3.0103 -0.5035 -0.0522
H 3.7694 0.1412 -0.0931
H -0.1869 -1.3973 0.3393
```

Its total charge is 0. The energy relative to the best compared isomer or geometry (same formula, charge and spin) comes out at 121.6 kcal per mole.

# 10
The following is a DFT calculation (ωB97M-V with the def2-TZVPD basis set) of a single C4H9NO molecule.

Structure (XYZ):
```
15
Properties=species:S:1:pos:R:3
C 2.1453 0.7313 0.6121
C 1.4250 -0.1066 -0.4393
N -0.0219 0.0510 -0.3783
C -0.6309 -0.8507 0.2607
O -1.9628 -0.9320 0.3619
C -2.6806 0.0479 -0.3817
H 1.9202 0.3760 1.6247
H 3.2286 0.6663 0.4676
H 1.8527 1.7837 0.5466
H 1.7290 -1.1608 -0.3313
H 1.7409 0.2068 -1.4400
H -0.1466 -1.6770 0.7951
H -3.7372 -0.1825 -0.2415
H -2.4144 -0.0039 -1.4424
H -2.4472 1.0505 -0.0141
```

Its total charge is 0. Its SMILES is CC/N=C/OC. The energy relative to the best compared isomer or geometry (same formula, charge and spin) comes out at 33.4 kcal per mole.

# 11
The following is a DFT calculation (ωB97M-V with the def2-TZVPD basis set) of a single C3H9N3 molecule.

Structure (XYZ):
```
15
Properties=species:S:1:pos:R:3
C 0.1028 -0.9306 2.2669
C 0.1209 0.3124 1.3825
N -0.7205 0.0290 0.1855
C -0.1625 0.2217 -1.1233
N 0.6362 -0.8204 -1.5303
N -0.1524 1.3583 -1.7131
H 0.6412 -0.7804 3.1927
H 0.5896 -1.7647 1.7398
H -0.9244 -1.2696 2.4151
H -0.4357 1.0912 1.9012
H 1.1285 0.5932 1.0765
H -1.5964 0.5153 0.2212
H 1.3012 -1.1123 -0.8247
H 1.0613 -0.6690 -2.4319
H -0.9548 1.9368 -1.4989
```

Its total charge is 0. Its SMILES is [H]/N=C(/N)NCC. The energy relative to the best compared isomer or geometry (same formula, charge and spin) comes out at 21.4 kcal per mole.

# 12
The following is a DFT calculation (ωB97M-V with the def2-TZVPD basis set) of a molecular structure, C18H48As2F12O6Pb.

Structure (XYZ):
```
87
Properties=species:S:1:pos:R:3
Pb 0.0926 -0.4380 -0.0188
As 0.0593 -3.2348 3.1798
F -0.1625 -2.1653 1.7372
F 1.6982 -3.5653 2.4653
F 0.4468 -4.2540 4.6068
F -1.5822 -2.8002 3.7670
F -0.5468 -4.5866 2.1712
F 0.7727 -1.8503 4.0737
As 2.8867 0.7543 -3.1295
F 1.3541 1.8146 -3.2802
F 3.4373 1.8273 -1.7977
F 4.3605 -0.2441 -2.9239
F 2.3120 -0.3273 -4.3674
F 3.6602 1.8525 -4.3762
F 1.9844 -0.2582 -1.8808
C -2.3303 0.7810 3.7381
C -1.8508 1.4142 2.4453
C -1.6465 2.9117 2.6526
O -0.6106 0.9025 2.0124
H -3.3781 1.0072 3.9353
H -1.8304 1.0920 4.6554
H -2.3897 -0.3070 3.7081
H -2.6944 1.2536 1.7740
H -0.6405 3.2604 2.8859
H -2.2465 3.3448 3.4530
H -1.8488 3.4326 1.7168
H 0.0497 1.0884 2.6840
C 2.1394 3.3266 1.7098
C 1.2554 3.0917 0.5046
C 1.5750 4.0662 -0.5954
O 1.6182 1.8227 0.0450
H 1.6863 2.9308 2.6188
H 2.2217 4.3755 1.9949
H 3.1343 2.8847 1.6551
H 0.2138 3.1774 0.8140
H 1.0062 3.7439 -1.4676
H 2.6521 4.1118 -0.7566
H 1.2450 5.0777 -0.3586
H 2.4879 1.9027 -0.3534
C -4.5673 -1.2727 0.9206
C -3.1079 -1.7584 0.7854
C -2.8996 -3.1354 0.3471
O -2.4414 -1.0051 -0.2232
H -4.6785 -0.1995 1.0754
H -5.1571 -1.8361 1.6436
H -5.0594 -1.4760 -0.0305
H -2.6919 -1.5677 1.7747
H -3.3147 -3.8318 1.0757
H -1.8914 -3.5482 0.3131
H -3.4575 -3.3878 -0.5546
H -3.0779 -1.0017 -0.9419
C -1.8501 3.3507 -1.7546
C -1.9780 1.8273 -2.0711
C -2.1573 1.5579 -3.6067
O -0.7752 1.1860 -1.8347
H -1.5391 3.4052 -0.7113
H -2.8369 3.8035 -1.8517
H -1.0407 3.8101 -2.3219
H -2.8107 1.4457 -1.4803
H -1.4367 2.0058 -4.2910
H -3.1476 1.8888 -3.9195
H -2.1431 0.5013 -3.8741
H -0.1373 1.5406 -2.4583
C 4.0029 -1.1507 2.9071
C 3.4901 -0.4683 1.6444
C 4.4927 -0.5052 0.5006
O 2.2898 -1.1080 1.2796
H 3.2780 -0.9836 3.7038
H 4.9802 -0.7776 3.2133
H 4.0547 -2.2246 2.7274
H 3.1930 0.5565 1.8673
H 4.4059 0.3633 -0.1523
H 4.3772 -1.4499 -0.0307
H 5.5157 -0.5380 0.8753
H 2.3349 -1.9787 1.6815
C 0.8557 -3.4729 -3.5234
C -0.0789 -2.3742 -3.0317
C -1.5490 -2.6958 -3.4076
O 0.0099 -2.4066 -1.6109
H 1.8860 -3.2479 -3.2479
H 0.9055 -3.3839 -4.6087
H 0.5963 -4.4908 -3.2327
H 0.2559 -1.4168 -3.4312
H -2.2947 -2.0424 -2.9549
H -1.7645 -3.6931 -3.0241
H -1.7032 -2.6979 -4.4867
H 0.0713 -3.3328 -1.3657
```

The calculation puts the calculated total energy at -191271.8142 eV. Its total charge is 0.

| no. | largest force on an atom (eV/Å) |
| --- | --- |
| 1 | 3.7 |
| 2 | 4.5 |
| 3 | 4.4 |
| 4 | 2.9 |
| 5 | 1.4 |
| 6 | 3.2 |
| 7 | 0.7 |
| 8 | 0.5 |
| 9 | 2.9 |
| 10 | 0.5 |
| 11 | 2.8 |
| 12 | 3.4 |